88
Properties=species:S:1:pos:R:3 method="wB97M-V/def2-TZVPD" homo_energy_ev="-9.02 / -8.52" spin_multiplicity=8 total_charge=+1 e_above_lowest_kj_mol=0.00 orbital_gap_ev="6.239 / 6.034"
C -0.1831 1.8171 0.9998
C 0.3286 2.0251 -0.3240
C -0.7755 1.9911 -1.2400
H 1.3353 2.3778 -0.5356
C -1.9656 1.7390 -0.4805
C -1.5998 1.6524 0.9006
H -2.2751 1.6277 1.7587
H 0.3619 1.9740 1.9289
H -0.7324 2.2077 -2.3090
H -2.9815 1.6686 -0.8772
Gd -0.6039 -0.2802 -0.3383
Si -0.1788 -1.5355 -3.3003
C 1.4563 -0.9960 -3.9501
C 2.1919 -1.8901 -4.7594
H 1.8068 -2.8997 -4.9346
C 3.3865 -1.4741 -5.3485
H 3.9113 -2.1637 -6.0201
C 3.8813 -0.1894 -5.0882
H 4.8143 0.1266 -5.5436
C 3.2025 0.6818 -4.2237
H 3.6104 1.6661 -3.9814
C 1.9926 0.2842 -3.6536
H 1.4669 0.9599 -2.9735
C -1.6519 -0.5749 -3.8746
C -1.5187 0.3915 -4.8928
H -0.5570 0.5312 -5.3921
C -2.6161 1.1875 -5.2367
H -2.5016 1.9359 -6.0184
C -3.8378 1.0369 -4.5721
H -4.6868 1.6697 -4.8405
C -3.9714 0.0943 -3.5452
H -4.9058 -0.0103 -2.9946
C -2.8940 -0.7246 -3.2049
H -3.0035 -1.4763 -2.4102
H -0.3840 -2.8725 -2.6410
Si -0.7342 -4.1187 -6.9869
C -2.2158 -3.1479 -7.5209
C -2.2539 -2.5492 -8.7906
H -1.4002 -2.6285 -9.4618
C -3.3926 -1.8643 -9.2247
H -3.4155 -1.4153 -10.2205
C -4.5131 -1.7782 -8.3920
H -5.4050 -1.2461 -8.7280
C -4.5030 -2.4121 -7.1449
H -5.3959 -2.3951 -6.5158
C -3.3610 -3.0907 -6.7143
H -3.3784 -3.5945 -5.7499
C 0.7477 -3.4253 -7.8530
C 1.0360 -2.0598 -7.7933
H 0.4191 -1.3881 -7.1952
C 2.1109 -1.5327 -8.5109
H 2.3482 -0.4716 -8.4252
C 2.8749 -2.3599 -9.3428
H 3.7033 -1.9395 -9.9140
C 2.5596 -3.7195 -9.4454
H 3.1350 -4.3616 -10.1157
C 1.5039 -4.2490 -8.7054
H 1.2369 -5.2996 -8.8052
H -0.8457 -5.5995 -7.2208
Cl -0.6395 -4.1349 -4.9154
C -0.8308 -3.7468 2.5641
P -0.7768 -2.0902 1.8555
C -2.4583 -1.4494 2.1174
C 0.1755 -1.1777 3.1454
C -0.3266 -0.9473 4.4126
C 0.4239 -0.2328 5.3386
C 1.6985 0.2280 5.0015
C 2.2087 0.0324 3.7239
C 1.4418 -0.6473 2.7683
P 1.8209 -0.7002 0.9826
C 3.2521 0.3844 0.7406
C 2.6657 -2.3033 0.7032
H -1.1466 -4.4320 1.7658
H -1.5671 -3.7463 3.3792
H 0.1468 -4.0473 2.9468
H -2.7274 -1.7359 3.1382
H -2.5077 -0.3562 2.0003
H -3.1511 -1.9232 1.4234
H -1.3453 -1.2546 4.6693
H -0.0037 -0.0328 6.3155
H 2.3038 0.7308 5.7456
H 3.2064 0.3825 3.4490
H 4.1627 -0.1125 1.1046
H 3.3318 0.5495 -0.3454
H 3.1093 1.3368 1.2628
H 3.5821 -2.2613 1.3005
H 2.0266 -3.1333 1.0153
H 2.9191 -2.3726 -0.3670